A:
Computed, not measured: C4H7F2N in the gas phase, with ωB97M-V/def2-TZVPD.

**SMILES**: CN(C)/C(F)=C/F
**Orbital gap**: 9.1 eV
**LUMO level**: 0.88 eV

Each line ends with the Löwdin charge.
Atoms and positions in Å:
1 C 1.00934 1.39102 0.22993  -0.056
2 N 0.26366 0.26667 -0.29994  -0.192
3 C 0.96935 -0.99151 -0.29993  -0.077
4 C -1.09130 0.23010 -0.07954  -0.323
5 F -1.67112 1.44696 -0.13260  0.089
6 C -1.85815 -0.84781 0.10172  -0.089
7 F -3.20536 -0.74136 0.16591  0.005
8 H 1.92703 1.50381 -0.34639  0.088
9 H 0.42255 2.30086 0.13081  0.085
10 H 1.26830 1.24766 1.28600  0.093
11 H 1.98726 -0.81229 -0.64171  0.088
12 H 1.00821 -1.45447 0.69364  0.097
13 H 0.48526 -1.67770 -0.99273  0.090
14 H -1.51502 -1.86193 0.18482  0.103


B:
Computed, not measured: C4H7F2N in the gas phase, with ωB97M-V/def2-TZVPD.

**Orbital gap (alpha / beta)**: 8.1 / 6.5 eV
**LUMO level (alpha / beta)**: 0.65 / 0.07 eV

Each line ends with the Löwdin charge.
Atoms and positions in Å:
1 C -0.88452 -0.73986 -0.19343  -0.136
2 C 0.48471 -0.33814 -0.08867  -0.363
3 C -2.02679 0.48608 -0.28897  -0.261
4 C 1.07189 -0.06705 1.20396  -0.025
5 N 1.13054 0.06630 -1.20684  0.172
6 F -1.53789 1.34381 -1.25226  -0.047
7 F -1.98802 1.20064 0.84425  -0.006
8 H -0.96019 -1.26540 -1.14876  0.110
9 H -1.07026 -1.44932 0.51528  0.077
10 H 2.06012 0.20714 1.31181  0.059
11 H 0.79414 -0.82498 1.91749  0.093
12 H 0.57363 0.77618 1.69781  0.105
13 H 1.88553 0.62925 -1.24790  0.060
14 H 0.46711 -0.02465 -2.06376  0.164


Pick A: it beats the second-best structure by 52.6 kcal/mol.